Computed, not measured: C30H26BrIN4O6V as an isolated structure in a non-equilibrium geometry, with wB97M-V/def2-TZVPD.

Computed properties:
2S+1   4
Electronic energy   -153609.661 eV
Orbital gap (spin up / spin down)   0.2444 / 0.2832 Ha
HOMO energy (spin up / spin down)   -7.047 / -8.167 eV
Expectation value of S²   3.7682

XYZ file:
```
69
C30H26BrIN4O6V, DFT wB97M-V/def2-TZVPD
V -0.16 -0.10 -0.02
O -3.92 0.21 -1.85
C -4.50 1.17 -1.09
C -5.78 1.58 -1.44
C -6.41 2.57 -0.69
C -5.78 3.14 0.40
C -4.51 2.72 0.74
C -3.84 1.75 0.00
C -2.43 1.38 0.36
O -2.06 0.06 0.02
N -1.53 2.30 -0.41
N -0.23 1.86 -0.49
C 0.69 2.67 -0.87
C 2.06 2.20 -1.07
Br 2.30 0.30 -1.03
C 3.14 2.92 -1.33
C 3.21 4.40 -1.28
C 3.98 5.07 -2.24
C 4.07 6.45 -2.23
C 3.41 7.18 -1.25
C 2.67 6.53 -0.27
C 2.58 5.14 -0.29
H -3.11 -0.06 -1.36
H -6.26 1.11 -2.28
H -7.41 2.88 -0.97
H -6.28 3.90 0.99
H -4.00 3.14 1.60
H -2.27 1.55 1.42
H -1.64 3.29 -0.22
H 0.47 3.71 -1.09
H 4.05 2.40 -1.60
H 4.49 4.50 -3.00
H 4.66 6.96 -2.98
H 3.49 8.26 -1.23
H 2.18 7.09 0.51
H 2.04 4.63 0.50
I 0.41 -1.05 8.80
C 0.42 -0.49 6.80
C 0.24 -1.45 5.82
C 0.25 -1.07 4.48
C 0.43 0.26 4.12
C 0.60 1.21 5.12
C 0.60 0.85 6.46
C 0.41 0.69 2.68
O 0.18 1.86 2.41
O 0.63 -0.26 1.82
H 0.09 -2.49 6.09
H 0.13 -1.81 3.70
H 0.72 2.25 4.83
H 0.75 1.59 7.23
O 5.51 -4.12 1.41
C 4.47 -5.07 1.56
N 3.31 -4.41 1.00
C 2.11 -5.03 1.00
O 1.97 -6.16 1.43
C 0.95 -4.27 0.44
C -0.15 -4.98 -0.02
C -1.25 -4.30 -0.49
C -1.21 -2.91 -0.50
N -0.16 -2.21 -0.07
C 0.89 -2.89 0.41
H 6.31 -4.48 1.79
H 4.28 -5.32 2.60
H 4.68 -6.00 1.01
H 3.46 -3.52 0.57
H -0.13 -6.07 0.04
H -2.13 -4.81 -0.85
H -2.06 -2.33 -0.84
H 1.69 -2.28 0.82
```

Atom charges from the natural (NBO) analysis, given in e for atoms 1 to 6:
1 V 1.15
2 O -0.70
3 C 0.41
4 C -0.30
5 C -0.18
6 C -0.26

***

Computed, not measured: C30H26BrN10O5S5Ta as an isolated structure, with wB97M-V/def2-TZVPD.

Computed properties:
Electronic energy   -182432.579 eV
Total charge   +2
Orbital gap   0.2181 Ha
HOMO energy   -11.997 eV

XYZ file:
```
78
C30H26BrN10O5S5Ta, DFT wB97M-V/def2-TZVPD
Ta 0.03 0.89 0.12
O 7.57 2.03 -1.76
N 6.48 2.09 -2.27
O 6.23 2.45 -3.40
C 5.33 1.62 -1.45
C 5.59 0.65 -0.56
C 4.53 0.09 0.22
C 4.75 -0.91 1.19
C 3.67 -1.38 1.89
C 2.40 -0.87 1.62
N 2.16 0.06 0.70
C 3.23 0.54 0.02
C 2.97 1.60 -0.92
N 1.68 2.02 -1.00
C 1.42 3.06 -1.78
C 2.41 3.72 -2.52
C 3.70 3.27 -2.47
C 4.02 2.17 -1.66
H 6.60 0.30 -0.43
H 5.75 -1.28 1.38
H 3.78 -2.13 2.66
H 1.55 -1.24 2.18
H 0.40 3.40 -1.82
H 2.13 4.57 -3.12
H 4.47 3.77 -3.04
C -0.54 -3.89 -2.86
N -0.06 -2.51 -2.73
C 0.52 -1.86 -3.90
C -0.10 -1.85 -1.57
N 0.48 -0.69 -1.36
N -0.82 -2.46 -0.56
C -0.95 -2.05 0.76
N -1.58 -2.92 1.55
N -0.49 -0.91 1.19
H -1.63 -3.93 -2.96
H -0.20 -4.50 -2.03
H -0.11 -4.31 -3.77
H 0.24 -2.42 -4.78
H 1.61 -1.83 -3.85
H 0.13 -0.85 -4.02
H 1.00 -0.38 -2.17
H -1.42 -3.22 -0.84
H -1.73 -3.86 1.25
H -1.78 -2.69 2.53
H -0.58 -0.87 2.21
O -1.58 5.79 5.01
C -1.26 5.01 4.17
S -0.14 3.64 4.47
C -0.28 2.98 2.87
C -1.04 3.63 1.97
S -1.17 3.03 0.36
S -1.86 5.08 2.48
S 0.59 1.57 2.39
Br -1.16 1.72 -4.77
C -2.81 1.22 -3.99
C -3.90 1.18 -4.85
C -5.15 0.80 -4.38
C -5.32 0.44 -3.05
C -4.23 0.46 -2.20
C -2.97 0.85 -2.65
C -1.90 0.89 -1.65
O -0.81 1.55 -1.80
O -1.98 0.27 -0.55
H -3.77 1.46 -5.89
H -5.99 0.79 -5.06
H -6.29 0.14 -2.68
H -4.34 0.20 -1.16
S 0.07 -1.31 4.50
C -1.36 -1.90 5.13
N -1.58 -1.81 6.48
C -2.71 -2.23 7.08
C -3.70 -2.77 6.33
C -3.45 -2.86 4.95
N -2.34 -2.45 4.37
H -0.84 -1.39 7.02
H -2.76 -2.10 8.15
H -4.63 -3.12 6.76
H -4.20 -3.29 4.30
```

Atom charges from the Mulliken analysis, given in e for atoms 1 to 6:
1 Ta 1.35
2 O -0.55
3 N 0.96
4 O -0.56
5 C 0.11
6 C -0.93

***

Computed, not measured: C30H26BrN2O2SiSr as an isolated structure in a non-equilibrium geometry, with wB97M-V/def2-TZVPD.

Computed properties:
Electronic energy   -117366.215 eV
Total charge   -1
Orbital gap   0.2617 Ha
HOMO energy   -4.722 eV

XYZ file:
```
63
C30H26BrN2O2SiSr, DFT wB97M-V/def2-TZVPD
Sr 1.42 -0.54 0.16
Br 5.02 -1.51 -0.02
C 5.19 -1.32 1.89
C 6.48 -1.25 2.35
C 6.72 -1.18 3.73
C 5.67 -1.20 4.60
C 4.34 -1.27 4.14
C 3.26 -1.32 5.05
C 1.98 -1.42 4.58
C 1.72 -1.41 3.19
C 2.71 -1.34 2.22
C 4.05 -1.31 2.73
H 7.30 -1.26 1.65
H 7.74 -1.12 4.09
H 5.84 -1.17 5.68
H 3.47 -1.29 6.11
H 1.15 -1.47 5.28
H 0.68 -1.47 2.89
O -0.68 -0.29 1.16
C -1.15 -0.89 0.19
N -2.50 -1.09 -0.01
C -2.73 -1.61 -1.35
C -1.23 -1.83 -1.80
O -0.88 -2.29 -2.88
N -0.41 -1.44 -0.80
C -3.48 -0.60 -2.23
C -4.50 0.16 -1.67
C -5.20 1.08 -2.45
C -4.90 1.23 -3.79
C -3.90 0.46 -4.35
C -3.19 -0.45 -3.58
C -3.54 -2.92 -1.29
C -3.38 -3.94 -2.22
C -4.14 -5.10 -2.13
C -5.08 -5.25 -1.12
C -5.26 -4.23 -0.20
C -4.49 -3.07 -0.29
H -3.13 -0.45 0.43
H -4.77 0.05 -0.63
H -5.99 1.67 -1.99
H -5.44 1.95 -4.39
H -3.65 0.58 -5.40
H -2.41 -1.05 -4.02
H -2.66 -3.83 -3.01
H -3.98 -5.89 -2.85
H -5.66 -6.16 -1.04
H -5.99 -4.33 0.59
H -4.63 -2.29 0.45
C 0.66 5.32 -1.27
Si 2.30 4.72 -0.53
C 2.42 5.36 1.25
C 3.74 5.41 -1.55
C 2.35 2.90 -0.50
C 2.36 1.67 -0.39
H 0.58 6.41 -1.29
H -0.17 4.93 -0.68
H 0.54 4.95 -2.29
H 2.40 6.45 1.33
H 3.34 5.00 1.71
H 1.59 4.95 1.83
H 3.77 6.50 -1.57
H 3.69 5.04 -2.57
H 4.68 5.06 -1.12
```

Atom charges from the natural (NBO) analysis, given in e for atoms 1 to 6:
1 Sr 1.77
2 Br 0.00
3 C 0.01
4 C -0.28
5 C -0.23
6 C -0.21

***

Computed, not measured: C30H26BrN3O2Ru as an isolated structure in a non-equilibrium geometry, with wB97M-V/def2-TZVPD.

Computed properties:
2S+1   5
Electronic energy   -112703.072 eV
Total charge   +2
Orbital gap (spin up / spin down)   0.2162 / 0.2103 Ha
HOMO energy (spin up / spin down)   -13.132 / -14.213 eV
Expectation value of S²   6.0417

XYZ file:
```
63
C30H26BrN3O2Ru, DFT wB97M-V/def2-TZVPD
Ru 0.04 0.29 -0.26
C -4.38 1.13 -0.32
O -3.68 2.36 -0.59
C -2.34 2.05 -0.58
N -2.03 0.77 -0.42
C -3.34 -0.01 -0.50
C -3.49 -1.21 0.39
C -4.55 -2.10 0.10
C -4.91 -3.14 0.96
C -4.21 -3.37 2.14
C -3.17 -2.49 2.45
C -2.82 -1.42 1.61
C -1.25 3.01 -0.92
C -1.34 4.38 -1.25
C -0.15 5.06 -1.53
C 1.08 4.39 -1.54
C 1.08 3.01 -1.28
N -0.05 2.35 -0.95
C 2.25 2.08 -1.21
N 2.02 0.84 -0.81
C 3.34 0.13 -0.68
C 4.35 1.23 -1.10
O 3.57 2.41 -1.41
C 3.45 -1.18 -1.44
C 4.45 -2.10 -1.11
C 4.66 -3.25 -1.90
C 3.88 -3.46 -3.05
C 2.88 -2.56 -3.37
C 2.67 -1.43 -2.58
H -5.22 1.06 -1.02
H -4.76 1.20 0.71
H -3.44 -0.34 -1.55
H -5.12 -1.98 -0.81
H -5.79 -3.75 0.69
H -4.49 -4.17 2.82
H -2.60 -2.59 3.38
H -2.05 -0.74 1.95
H -2.29 4.89 -1.21
H -0.16 6.13 -1.69
H 1.99 4.92 -1.77
H 3.46 -0.09 0.38
H 4.94 1.02 -1.98
H 5.03 1.49 -0.27
H 5.08 -1.91 -0.23
H 5.44 -3.95 -1.64
H 4.09 -4.31 -3.70
H 2.23 -2.72 -4.24
H 1.92 -0.72 -2.90
C -0.07 -1.55 -0.67
H -0.43 -1.76 -1.69
H -0.73 -2.05 0.05
H 0.92 -2.01 -0.56
Br 0.44 0.70 6.38
C 0.45 0.57 4.49
C 1.15 -0.41 3.75
C 1.04 -0.43 2.35
C 0.22 0.50 1.69
C -0.42 1.52 2.40
C -0.31 1.53 3.78
H 1.77 -1.14 4.28
H 1.57 -1.19 1.76
H -1.03 2.27 1.88
H -0.87 2.26 4.36
```

Atom charges from the natural (NBO) analysis, given in e for atoms 1 to 6:
1 Ru 1.37
2 C -0.09
3 O -0.42
4 C 0.60
5 N -0.53
6 C -0.10

***

Computed, not measured: C30H26BrN4O4PdS3 as an isolated structure in a non-equilibrium geometry, with wB97M-V/def2-TZVPD.

Computed properties:
Electronic energy   -151710.968 eV
Total charge   -1
Orbital gap (spin up / spin down)   0.2481 / 0.2485 Ha
HOMO energy (spin up / spin down)   -4.909 / -4.913 eV

XYZ file:
```
69
C30H26BrN4O4PdS3, DFT wB97M-V/def2-TZVPD
Pd 2.00 -0.17 0.22
C -4.45 4.63 -2.09
C -3.20 3.86 -1.78
C -3.24 2.47 -1.77
C -2.08 1.73 -1.56
C -0.89 2.39 -1.35
C -0.84 3.77 -1.34
C -1.99 4.50 -1.57
S 0.58 1.43 -0.95
O 1.67 1.90 -1.79
O 0.18 0.04 -1.17
N 0.94 1.76 0.55
C -0.04 1.44 1.53
C 0.59 0.53 2.66
O -0.04 0.46 3.71
O 1.67 -0.03 2.38
H -5.31 3.97 -2.08
H -4.36 5.07 -3.08
H -4.60 5.44 -1.37
H -4.18 1.97 -1.95
H -2.09 0.65 -1.56
H 0.11 4.26 -1.18
H -1.95 5.58 -1.58
H -0.89 0.89 1.09
H -0.43 2.35 2.00
S 3.45 -1.86 -0.59
C 3.51 -3.19 0.55
C 3.01 -4.45 0.22
C 3.19 -5.53 1.07
C 3.89 -5.38 2.25
C 4.40 -4.14 2.59
C 4.20 -3.05 1.75
H 2.51 -4.59 -0.73
H 2.79 -6.49 0.79
H 4.03 -6.23 2.91
H 4.96 -4.01 3.50
H 4.60 -2.08 2.03
S -3.85 -3.19 -1.11
C -2.26 -2.66 -0.47
C -1.11 -3.00 -1.17
C 0.12 -2.66 -0.62
N 0.25 -2.09 0.58
C -0.86 -1.81 1.25
C -2.13 -2.04 0.75
C -4.68 -1.63 -1.44
C -5.39 -0.94 -0.47
C -6.08 0.19 -0.85
N -6.11 0.65 -2.10
C -5.43 -0.02 -3.02
C -4.70 -1.16 -2.75
H -1.17 -3.52 -2.11
H 1.04 -2.86 -1.15
H -0.74 -1.42 2.25
H -3.01 -1.76 1.33
H -5.42 -1.28 0.55
H -6.64 0.77 -0.13
H -5.47 0.39 -4.02
H -4.16 -1.68 -3.53
Br 6.89 3.54 3.29
C 5.73 2.55 2.15
C 5.97 1.21 1.92
C 5.14 0.55 1.03
N 4.10 1.12 0.43
C 3.88 2.41 0.66
C 4.67 3.18 1.51
H 6.80 0.70 2.40
H 5.33 -0.48 0.77
H 3.06 2.85 0.11
H 4.48 4.23 1.66
```

Atom charges from the natural (NBO) analysis, given in e for atoms 1 to 6:
1 Pd 0.93
2 C -0.63
3 C -0.02
4 C -0.17
5 C -0.20
6 C -0.33

***

Computed, not measured: C30H26CoN10O6S2Se as an isolated structure, with wB97M-V/def2-TZVPD.

Computed properties:
2S+1   2
Electronic energy   -183361.782 eV
Total charge   -2
Orbital gap (spin up / spin down)   0.2274 / 0.2281 Ha
HOMO energy (spin up / spin down)   -2.338 / -2.362 eV
Expectation value of S²   0.7657

XYZ file:
```
76
C30H26CoN10O6S2Se, DFT wB97M-V/def2-TZVPD
Co -0.40 -0.67 0.79
C 0.62 -2.05 6.10
C 0.22 -0.73 6.00
C 0.24 -0.08 4.77
C 0.67 -0.75 3.62
C 1.07 -2.08 3.73
C 1.04 -2.72 4.96
N 0.68 -0.13 2.36
C 1.36 1.00 2.17
C 2.14 1.72 3.14
C 2.83 2.85 2.79
C 2.82 3.35 1.48
C 2.14 2.65 0.51
C 1.43 1.49 0.84
N 0.77 0.73 -0.13
N 1.22 0.91 -1.30
C 0.44 0.51 -2.39
C 1.12 0.00 -3.50
C 0.38 -0.38 -4.60
C -1.00 -0.20 -4.58
C -1.57 0.39 -3.46
N -0.87 0.75 -2.38
H 0.58 -2.57 7.05
H -0.13 -0.20 6.88
H -0.11 0.94 4.69
H 1.36 -2.61 2.84
H 1.33 -3.76 5.02
H 2.18 1.35 4.16
H 3.39 3.38 3.56
H 3.35 4.27 1.24
H 2.12 2.99 -0.51
H 2.19 -0.10 -3.46
H 0.87 -0.80 -5.47
H -1.63 -0.50 -5.40
H -2.64 0.56 -3.40
N -6.29 -5.49 1.38
C -6.00 -4.45 0.48
C -5.74 -4.72 -0.86
C -5.35 -3.70 -1.71
C -5.25 -2.41 -1.23
C -5.57 -2.12 0.09
C -5.95 -3.13 0.94
S -4.51 -1.14 -2.20
O -4.39 -1.65 -3.56
O -5.28 0.08 -2.05
N -3.10 -0.87 -1.52
C -2.08 -1.72 -1.61
S -1.93 -3.03 -2.78
C -0.34 -3.36 -2.20
C -0.01 -2.48 -1.23
N -0.97 -1.56 -0.91
H -5.82 -6.34 1.11
H -5.99 -5.25 2.32
H -5.78 -5.74 -1.21
H -5.08 -3.91 -2.73
H -5.44 -1.12 0.47
H -6.11 -2.92 1.99
H 0.26 -4.17 -2.58
H 0.93 -2.47 -0.69
O -2.22 -3.91 3.28
Se -2.42 -2.92 2.02
O -3.48 -1.72 2.35
O -0.91 -2.17 1.79
O -2.79 -3.72 0.65
N -4.68 2.32 -0.56
C -3.92 1.87 0.51
C -2.64 1.33 0.28
N -1.93 0.83 1.27
C -2.47 0.85 2.50
C -3.69 1.44 2.71
N -4.43 1.96 1.73
H -4.43 1.83 -1.41
H -5.66 2.17 -0.39
H -2.22 1.29 -0.71
H -1.91 0.37 3.29
H -4.11 1.48 3.71
```

Atom charges from the Mulliken analysis, given in e for atoms 1 to 6:
1 Co -0.10
2 C -0.52
3 C -1.09
4 C 0.28
5 C 0.13
6 C -0.32

***

Computed, not measured: C30H26N6O3PbS5 as an isolated structure in a non-equilibrium geometry, with wB97M-V/def2-TZVPD.

Computed properties:
Electronic energy   -106037.289 eV
Orbital gap   0.2006 Ha
HOMO energy   -6.367 eV

XYZ file:
```
71
C30H26N6O3PbS5, DFT wB97M-V/def2-TZVPD
Pb 1.05 1.17 -0.60
C 2.02 3.79 3.40
O 2.73 2.56 3.54
C 2.35 1.78 2.51
N 1.49 2.26 1.70
C 1.10 3.57 2.17
C -0.36 3.64 2.54
C -1.00 4.87 2.48
C -2.33 4.99 2.85
C -3.03 3.87 3.27
C -2.40 2.64 3.34
C -1.07 2.52 2.98
C 2.88 0.43 2.42
C 3.76 -0.08 3.36
C 4.17 -1.40 3.24
C 3.67 -2.17 2.20
C 2.80 -1.56 1.30
N 2.42 -0.29 1.40
C 2.25 -2.24 0.14
N 1.84 -1.60 -0.88
C 1.37 -2.53 -1.85
C 1.46 -3.90 -1.12
O 2.12 -3.59 0.11
C -1.11 -2.59 -1.55
C -2.15 -3.32 -2.09
C -3.25 -3.63 -1.31
C -3.34 -3.18 0.00
C -2.30 -2.44 0.53
C -1.19 -2.14 -0.24
H 1.46 3.97 4.32
H 2.75 4.59 3.25
H 1.29 4.30 1.37
H -0.46 5.73 2.13
H -2.82 5.94 2.78
H -4.08 3.96 3.53
H -2.96 1.77 3.65
H -0.58 1.56 3.02
H 4.11 0.55 4.17
H 4.86 -1.83 3.95
H 3.96 -3.20 2.08
H 2.02 -2.49 -2.73
H 0.48 -4.32 -0.88
H 2.05 -4.63 -1.66
H -2.14 -3.67 -3.11
H -4.04 -4.22 -1.74
H -4.21 -3.39 0.59
H -2.34 -2.07 1.54
H -0.39 -1.54 0.18
O -3.77 6.28 0.00
C -2.98 5.41 -0.23
S -1.34 5.68 -0.82
C -0.81 4.00 -0.81
C -1.72 3.09 -0.41
S -1.50 1.36 -0.21
S -3.33 3.69 -0.02
S 0.82 3.70 -1.32
C 1.42 -4.58 -4.63
C 0.08 -4.09 -4.07
C 0.10 -2.59 -3.84
N 0.04 -2.16 -2.40
N -0.08 -0.73 -2.44
C -0.80 -0.35 -3.44
N -1.22 0.90 -3.60
S -1.20 -1.59 -4.60
H 1.38 -5.65 -4.82
H 2.23 -4.37 -3.94
H 1.63 -4.08 -5.57
H -0.13 -4.66 -3.16
H -0.69 -4.34 -4.80
H -1.19 1.52 -2.80
H -1.86 1.12 -4.35
```

Atom charges from the Mulliken analysis, given in e for atoms 1 to 6:
1 Pb 0.75
2 C -0.50
3 O -0.48
4 C 0.01
5 N 0.36
6 C -0.51